[1]
DFT (ωB97M-V/def2-TZVPD) results for a molecular structure, C9H28N6Yb.

XYZ file:
```
44
Properties=species:S:1:pos:R:3:lowdin_spin:R:1
Yb -0.060 -0.185 0.069 1.004
N -1.927 1.372 -0.424 0.000
C -1.665 2.752 0.095 0.000
C -0.270 3.137 -0.291 0.000
N 0.730 2.160 0.242 0.000
C 1.986 2.363 -0.544 0.000
C 3.000 1.296 -0.273 0.000
N 2.370 -0.031 -0.564 -0.001
C 0.962 2.442 1.700 0.000
C 1.147 1.216 2.565 0.000
N -0.032 0.296 2.420 -0.002
H -2.080 1.445 -1.432 0.000
H -2.831 1.068 -0.070 0.000
H -1.805 2.737 1.175 0.000
H -2.389 3.462 -0.302 0.000
H -0.033 4.151 0.038 0.000
H -0.180 3.135 -1.379 0.000
H 2.394 3.358 -0.349 0.000
H 1.709 2.344 -1.601 0.000
H 3.336 1.301 0.762 0.000
H 3.886 1.450 -0.888 0.000
H 2.976 -0.757 -0.188 0.000
H 2.432 -0.182 -1.572 0.000
H 0.107 3.005 2.075 0.000
H 1.824 3.102 1.814 0.000
H 1.274 1.523 3.602 0.000
H 2.035 0.643 2.296 0.000
H -0.870 0.757 2.773 0.000
H 0.090 -0.499 3.046 0.000
N -2.051 -1.612 -0.250 -0.001
C -2.229 -2.698 0.786 0.000
C -1.248 -3.832 0.596 0.000
C 0.193 -3.486 0.893 0.000
N 0.760 -2.502 -0.105 -0.001
H -2.894 -1.046 -0.233 0.000
H -2.093 -2.056 -1.168 0.000
H -3.254 -3.059 0.737 0.000
H -2.105 -2.240 1.771 0.000
H -1.337 -4.245 -0.417 0.000
H -1.543 -4.651 1.254 0.000
H 0.814 -4.379 0.891 0.000
H 0.288 -3.042 1.887 0.000
H 0.614 -2.895 -1.035 0.000
H 1.771 -2.527 -0.001 0.000
```

Computed properties:
net charge	+3
highest occupied orbital energy (alpha / beta)	-20.837 / -20.833	eV
Kohn-Sham gap (alpha / beta)	10.8 / 9.6	eV
spin multiplicity	2
energy relative to the best compared isomer or geometry (same formula, charge and spin)	1.5	kcal/mol
calculated total energy	-1846.0960	a.u.
strongest force on any atom	0.4	eV/Å

[2]
DFT (ωB97M-V/def2-TZVPD) results for 5 unconnected molecules or ions with the total composition C9H28O5.

XYZ file:
```
42
Properties=species:S:1:pos:R:3:mulliken_charge:R:1
C -1.862 -2.546 3.018 -1.041
C -2.923 -1.488 3.156 -0.180
O -2.899 -0.661 1.984 -0.567
H -2.017 -3.104 2.091 0.264
H -1.917 -3.289 3.820 0.387
H -0.865 -2.111 3.037 0.215
H -2.722 -0.871 4.037 0.286
H -3.913 -1.938 3.237 0.262
H -3.110 0.251 2.237 0.359
C 3.840 1.195 -1.007 -0.574
C 4.885 1.149 0.100 -0.360
O 4.323 0.767 1.363 -0.522
H 3.180 0.329 -0.944 -0.053
H 4.365 1.104 -1.963 0.296
H 3.284 2.128 -0.978 0.323
H 5.345 2.141 0.184 0.275
H 5.674 0.438 -0.132 0.287
H 4.035 1.556 1.829 0.293
C -3.134 2.521 0.225 -0.992
C -3.706 2.943 1.557 -0.226
O -3.266 2.032 2.568 -0.562
H -2.051 2.612 0.214 0.266
H -3.595 3.128 -0.556 0.372
H -3.374 1.477 0.013 0.236
H -4.799 2.979 1.530 0.261
H -3.362 3.954 1.805 0.323
H -3.308 2.450 3.431 0.272
C 1.394 -1.104 -4.971 -1.154
C 2.136 -1.730 -3.798 0.051
O 1.250 -2.184 -2.778 -0.490
H 0.686 -1.818 -5.402 0.297
H 2.081 -0.810 -5.764 0.359
H 0.823 -0.238 -4.631 0.340
H 2.817 -0.976 -3.378 0.028
H 2.742 -2.582 -4.101 0.282
H 0.489 -1.597 -2.738 0.291
C 0.208 -1.168 0.158 -0.075
O -0.795 -0.181 0.180 -0.494
H -0.134 -2.140 -0.225 0.250
H 1.046 -0.834 -0.446 -0.183
H 0.591 -1.386 1.167 0.186
H -1.442 -0.398 0.871 0.412
```

Computed properties:
highest occupied orbital energy	-9.386	eV
SMILES	CCO.CCO.CCO.CCO.CO
Kohn-Sham gap	10.0	eV
energy relative to the best compared isomer or geometry (same formula, charge and spin)	31.4	kcal/mol
calculated total energy	-735.8391	a.u.
strongest force on any atom	0.9	eV/Å

[3]
DFT (ωB97M-V/def2-TZVPD) results for a molecular structure, C9H29AsN2OPSi.

XYZ file:
```
44
Properties=species:S:1:pos:R:3:mulliken_charge:R:1
C -0.012 -2.138 1.970 -0.621
P 1.655 -1.270 2.113 -0.034
C 2.909 -2.632 1.706 -1.013
As 1.972 0.335 0.453 0.202
N 2.460 1.583 1.870 -1.120
C 2.428 1.800 -0.883 -1.324
C 2.912 1.296 -2.274 -0.368
N 4.310 0.823 -2.232 -0.641
C 0.035 0.987 0.525 -1.273
C -0.756 0.756 -0.815 -0.099
O -1.577 -0.424 -0.760 -0.491
Si -3.227 -0.111 -0.472 0.640
C -4.239 -0.403 -2.071 -1.068
C -3.604 1.545 0.377 -1.027
C -3.809 -1.477 0.751 -1.123
H 0.092 -3.193 1.626 0.368
H -0.420 -2.222 3.006 0.311
H -0.774 -1.595 1.384 -0.169
H 2.399 -3.616 1.628 0.312
H 3.742 -2.663 2.426 0.298
H 3.333 -2.431 0.692 0.262
H 3.460 -0.191 0.336 0.057
H 1.604 -0.675 -0.719 0.284
H 2.201 2.512 1.551 0.290
H 1.918 1.316 2.688 0.328
H 1.589 2.515 -1.042 0.363
H 3.258 2.417 -0.464 0.474
H 2.220 0.530 -2.692 0.332
H 2.914 2.174 -2.965 0.271
H 4.532 0.264 -3.044 0.210
H 4.497 0.314 -1.377 0.302
H -0.531 0.634 1.413 0.589
H 0.089 2.098 0.627 0.385
H -1.281 1.669 -1.165 0.270
H 0.030 0.546 -1.578 0.073
H -4.322 -1.510 -2.181 0.245
H -5.281 -0.032 -2.000 0.331
H -3.717 -0.053 -2.982 0.297
H -2.971 2.394 0.074 0.327
H -3.650 1.410 1.477 0.257
H -4.647 1.822 0.082 0.360
H -4.917 -1.415 0.792 0.354
H -3.446 -2.462 0.406 0.287
H -3.380 -1.230 1.745 0.292
```

Computed properties:
net charge	-1
highest occupied orbital energy	-3.019	eV
Kohn-Sham gap	5.9	eV
calculated total energy	-3411.6156	a.u.
strongest force on any atom	2.2	eV/Å

[4]
DFT (ωB97M-V/def2-TZVPD) results for a molecular structure, C9H29Br2HfO14P3.

XYZ file:
```
58
Properties=species:S:1:pos:R:3:mulliken_charge:R:1
Hf -16.305 -15.463 -27.131 0.551
Br -17.116 -18.013 -25.963 -0.635
Br -17.492 -14.122 -24.743 -0.660
O -14.347 -16.031 -28.052 -0.797
H -13.417 -16.330 -28.041 0.147
O -17.018 -13.608 -28.249 -0.737
H -16.993 -12.752 -28.718 0.089
C -13.989 -12.005 -23.951 -0.580
O -13.204 -12.204 -25.097 -0.334
P -13.913 -12.374 -26.547 -0.102
O -14.806 -13.576 -26.656 1.481
O -14.592 -10.942 -26.775 -0.213
C -15.353 -10.767 -27.932 -0.847
O -12.611 -12.468 -27.544 -0.354
C -11.699 -11.414 -27.542 -0.828
H -13.961 -12.839 -23.250 0.136
H -14.985 -11.743 -24.307 0.350
H -13.519 -11.155 -23.456 0.249
H -16.410 -10.656 -27.691 0.354
H -15.263 -11.582 -28.650 0.302
H -15.024 -9.883 -28.478 0.320
H -12.018 -10.482 -27.074 0.354
H -11.266 -11.243 -28.527 0.279
H -10.849 -11.791 -26.974 0.288
C -14.919 -16.368 -22.273 -0.618
O -13.900 -15.654 -22.927 -0.300
P -13.482 -16.049 -24.473 0.193
O -14.651 -15.853 -25.412 1.278
O -12.183 -15.172 -24.838 -0.269
C -11.521 -15.354 -26.061 -0.476
O -12.951 -17.591 -24.488 -0.268
C -11.772 -17.901 -23.755 -0.812
H -15.171 -15.951 -21.298 0.235
H -14.657 -17.416 -22.128 0.264
H -15.815 -16.299 -22.890 0.204
H -10.475 -15.584 -25.857 0.290
H -11.560 -14.441 -26.656 0.003
H -12.076 -16.107 -26.621 0.235
H -11.372 -17.046 -23.210 0.350
H -10.952 -18.313 -24.344 0.299
H -11.917 -18.756 -23.095 0.312
C -20.943 -16.119 -25.109 -0.441
O -21.110 -15.392 -26.272 -0.360
P -20.223 -15.524 -27.608 0.249
O -18.760 -15.512 -27.411 0.537
O -20.847 -14.364 -28.485 -0.309
C -20.411 -14.068 -29.767 -0.666
O -20.817 -16.887 -28.269 -0.339
C -20.538 -18.178 -27.725 -0.444
H -21.885 -16.586 -24.820 0.258
H -20.697 -15.449 -24.285 0.209
H -20.121 -16.829 -25.198 0.134
H -20.237 -12.993 -29.716 0.224
H -21.330 -14.256 -30.323 0.294
H -19.616 -14.684 -30.186 0.306
H -19.902 -18.826 -28.328 0.239
H -21.502 -18.684 -27.667 0.263
H -20.104 -18.162 -26.726 0.114
```

Computed properties:
highest occupied orbital energy	-8.112	eV
Kohn-Sham gap	8.3	eV
energy relative to the best compared isomer or geometry (same formula, charge and spin)	66.9	kcal/mol
calculated total energy	-7634.1707	a.u.
strongest force on any atom	3.8	eV/Å

[5]
DFT (ωB97M-V/def2-TZVPD) results for a molecular structure, C9H30AsF6O6.

XYZ file:
```
52
Properties=species:S:1:pos:R:3:mulliken_charge:R:1
As 18.189 -27.748 0.624 2.008
F 17.782 -29.274 -0.161 -0.477
F 16.869 -27.834 1.804 -0.489
F 18.677 -26.175 1.311 -0.501
F 19.586 -27.582 -0.534 -0.517
F 17.145 -26.809 -0.541 -0.522
F 19.235 -28.622 1.818 -0.504
O 12.264 -24.102 -2.088 -0.654
H 13.087 -24.569 -1.944 0.334
H 12.310 -23.349 -1.498 0.319
O 14.047 -21.692 1.796 -0.641
H 14.015 -20.849 2.248 0.312
H 14.979 -21.846 1.642 0.330
O 13.281 -25.055 5.523 -0.654
H 13.158 -24.527 4.734 0.322
H 13.737 -25.839 5.218 0.332
C 20.582 -21.424 -2.699 -1.241
C 21.430 -22.238 -3.623 0.492
C 22.796 -22.551 -3.035 -1.300
O 20.741 -23.422 -4.025 -0.554
H 20.537 -21.815 -1.682 0.304
H 19.559 -21.364 -3.070 0.315
H 21.015 -20.427 -2.628 0.350
H 21.526 -21.577 -4.484 0.238
H 22.703 -22.981 -2.038 0.364
H 23.359 -21.623 -2.931 0.373
H 23.364 -23.160 -3.738 0.324
H 20.880 -24.109 -3.369 0.338
C 11.287 -31.111 -1.660 -1.229
C 11.830 -31.799 -0.452 0.495
C 10.767 -32.600 0.380 -1.321
O 12.853 -32.647 -0.852 -0.559
H 10.706 -31.847 -2.216 0.291
H 12.012 -30.576 -2.273 0.324
H 10.529 -30.367 -1.415 0.342
H 12.325 -31.021 0.129 0.295
H 11.110 -32.887 1.374 0.314
H 10.508 -33.548 -0.092 0.349
H 9.838 -32.051 0.531 0.334
H 13.586 -32.026 -0.850 0.365
C 21.233 -20.388 4.468 -1.169
C 21.848 -21.440 5.427 0.300
C 20.784 -21.916 6.479 -1.235
O 22.101 -22.538 4.651 -0.552
H 21.096 -19.455 5.014 0.352
H 20.232 -20.693 4.163 0.259
H 21.824 -20.133 3.589 0.333
H 22.756 -20.964 5.796 0.307
H 20.404 -21.064 7.042 0.338
H 21.355 -22.614 7.093 0.336
H 19.923 -22.459 6.089 0.374
H 21.304 -23.059 4.526 0.358
```

Computed properties:
net charge	-1
highest occupied orbital energy	-8.299	eV
Kohn-Sham gap	10.4	eV
energy relative to the best compared isomer or geometry (same formula, charge and spin)	0.0	kcal/mol
calculated total energy	-3647.4762	a.u.
strongest force on any atom	3.6	eV/Å

[6]
DFT (ωB97M-V/def2-TZVPD) results for 6 unconnected molecules or ions with the total composition C9H30O6.

XYZ file:
```
45
Properties=species:S:1:pos:R:3:mulliken_charge:R:1
C 0.538 -17.341 -36.538 -1.470
C 0.865 -15.928 -37.027 1.028
C 2.341 -15.591 -36.870 -1.452
O 0.472 -15.922 -38.395 -0.575
H 0.729 -17.496 -35.473 0.331
H 1.153 -18.085 -37.050 0.393
H -0.500 -17.582 -36.762 0.372
H 0.216 -15.233 -36.486 -0.118
H 2.970 -16.135 -37.576 0.460
H 2.692 -15.835 -35.866 0.348
H 2.509 -14.525 -37.039 0.368
H 1.086 -15.445 -38.956 0.316
C 2.184 -9.274 -35.772 -1.020
C 1.468 -8.121 -35.078 0.440
C 1.808 -7.821 -33.637 -1.001
O 1.551 -6.941 -35.876 -0.554
H 1.535 -9.635 -36.570 0.270
H 2.357 -10.107 -35.086 0.165
H 3.128 -8.976 -36.230 0.376
H 0.398 -8.363 -35.049 0.190
H 2.868 -7.542 -33.578 0.344
H 1.550 -8.637 -32.965 0.170
H 1.230 -6.940 -33.356 0.307
H 2.454 -6.606 -35.893 0.336
C -0.498 -15.218 -33.421 -1.429
C 0.476 -14.056 -33.331 0.749
C 0.073 -12.898 -34.255 -0.538
O 0.507 -13.589 -31.984 -0.668
H -1.518 -14.939 -33.153 0.359
H -0.182 -16.068 -32.816 0.368
H -0.526 -15.599 -34.446 0.195
H 1.445 -14.445 -33.651 0.116
H -0.970 -12.591 -34.169 0.250
H 0.213 -13.224 -35.295 0.317
H 0.736 -12.033 -34.193 -0.102
H -0.383 -13.402 -31.639 0.373
O 1.015 -10.562 -31.651 -0.648
H 1.896 -10.678 -31.287 0.291
H 0.794 -11.421 -32.048 0.310
O -2.125 -12.647 -31.307 -0.668
H -2.133 -11.818 -31.803 0.332
H -2.076 -12.378 -30.381 0.322
O 3.296 -12.778 -32.734 -0.633
H 2.458 -13.224 -32.525 0.428
H 3.472 -12.209 -31.980 0.252
```

Computed properties:
highest occupied orbital energy	-10.113	eV
SMILES	CC(C)O.CC(C)O.CC(C)O.O.O.O
Kohn-Sham gap	10.4	eV
energy relative to the best compared isomer or geometry (same formula, charge and spin)	12.9	kcal/mol
calculated total energy	-812.3211	a.u.
strongest force on any atom	1.8	eV/Å

[7]
DFT (ωB97M-V/def2-TZVPD) results for 8 unconnected molecules or ions with the total composition C9H31F12N4O5P.

XYZ file:
```
62
Properties=species:S:1:pos:R:3:lowdin_spin:R:1
N 0.517 0.464 0.514 0.014
H 0.441 -0.454 0.100 0.003
H 1.449 0.716 0.811 0.000
H -0.058 0.468 1.345 0.000
H 0.252 1.190 -0.135 0.000
N -2.079 -2.226 0.937 0.011
H -1.244 -2.377 0.390 0.004
H -1.896 -1.471 1.583 0.000
H -2.182 -3.143 1.348 0.000
H -2.794 -1.873 0.317 0.000
N -1.285 -1.390 -2.761 -0.001
H -1.318 -0.380 -2.762 0.000
H -2.192 -1.617 -2.379 0.000
H -0.634 -1.730 -2.068 -0.001
H -0.971 -1.753 -3.649 0.000
N -3.127 1.106 -0.338 0.000
H -2.870 0.876 0.611 0.000
H -3.816 1.845 -0.325 0.000
H -3.416 0.245 -0.779 0.000
H -2.275 1.382 -0.806 0.000
C 1.579 -2.667 -0.362 0.094
O 0.297 -2.069 -0.578 0.788
H 2.426 -1.998 -0.210 0.036
H 1.541 -3.442 0.403 0.043
H 1.805 -3.263 -1.246 -0.002
C -1.604 -0.028 3.399 0.000
O -0.485 -0.958 3.247 0.000
O -1.982 0.261 2.078 0.004
C -2.720 -0.499 4.444 0.000
F -3.281 -1.688 4.290 0.000
F -2.274 -0.441 5.716 0.000
F -3.811 0.384 4.483 0.000
C 0.594 -0.887 4.225 0.000
C 1.728 -1.761 3.679 0.000
H 2.740 -1.702 4.081 0.000
H 1.437 -2.811 3.718 0.000
H 1.906 -1.313 2.702 0.000
H 0.315 -1.172 5.240 0.000
H 0.971 0.132 4.313 0.000
H -1.227 0.879 3.872 0.000
C -0.263 2.032 -2.946 0.000
O -0.362 1.127 -3.991 0.000
O -0.975 1.365 -1.922 0.004
C 1.240 2.434 -2.629 0.000
F 1.430 2.695 -1.291 0.000
F 2.202 1.522 -2.891 0.000
F 1.660 3.578 -3.256 0.000
C 0.014 1.561 -5.327 0.000
C 0.086 0.222 -6.055 0.000
H 0.448 -0.672 -5.549 0.000
H -0.937 0.037 -6.383 0.000
H 0.686 0.199 -6.965 0.000
H 0.954 2.089 -5.490 0.000
H -0.843 2.184 -5.583 0.000
H -0.840 2.928 -3.175 0.000
P 3.608 1.675 2.013 0.000
F 3.787 2.844 0.863 0.000
F 5.019 1.087 1.678 0.000
F 4.135 2.729 3.094 0.000
F 3.447 0.721 3.285 0.000
F 2.021 2.199 2.169 0.000
F 3.027 0.608 0.898 0.001
```

Computed properties:
net charge	+1
highest occupied orbital energy (alpha / beta)	-12.711 / -12.688	eV
Kohn-Sham gap (alpha / beta)	7.8 / 4.4	eV
spin multiplicity	2
calculated total energy	-2496.2703	a.u.
strongest force on any atom	3.7	eV/Å

[8]
DFT (ωB97M-V/def2-TZVPD) results for 5 unconnected molecules or ions with the total composition C9H31O14P3.

XYZ file:
```
57
Properties=species:S:1:pos:R:3:mulliken_charge:R:1
C 8.918 7.016 11.888 -0.678
O 8.439 8.145 11.123 -0.421
P 9.324 9.457 10.987 1.178
O 8.508 10.547 10.529 -0.755
O 10.055 9.535 12.438 -0.322
C 9.134 10.004 13.521 -0.670
O 10.592 9.066 10.097 -0.353
C 10.617 9.338 8.711 -0.227
H 8.286 6.989 12.802 0.241
H 9.959 7.150 12.192 0.311
H 8.759 6.085 11.340 0.289
H 8.546 10.858 13.196 0.281
H 9.703 10.334 14.384 0.248
H 8.488 9.203 13.847 0.292
H 10.117 8.505 8.189 0.309
H 11.671 9.277 8.395 0.217
H 10.144 10.312 8.485 -0.105
C 11.500 16.130 14.228 -0.670
O 10.447 15.706 13.367 -0.343
P 10.193 14.280 12.794 0.899
O 9.936 13.249 13.772 -0.702
O 11.470 14.008 11.901 -0.264
C 11.587 12.796 11.049 -0.256
O 8.938 14.486 11.837 -0.199
C 9.179 15.644 10.906 -0.451
H 12.206 15.298 14.267 0.292
H 11.088 16.345 15.230 0.247
H 12.039 16.993 13.813 0.263
H 11.348 11.939 11.759 0.157
H 12.619 12.772 10.722 0.297
H 10.837 12.774 10.207 0.097
H 10.231 15.820 10.745 0.422
H 8.813 16.538 11.409 0.267
H 8.642 15.398 9.992 0.020
C 4.777 16.887 9.438 -0.714
O 4.633 16.115 8.193 -0.356
P 5.999 15.603 7.619 0.974
O 6.732 14.762 8.632 -0.515
O 6.818 16.853 7.081 -0.326
C 6.251 17.958 6.272 -0.605
O 5.394 14.863 6.370 -0.396
C 4.747 13.583 6.587 -0.565
H 3.836 17.345 9.614 0.323
H 5.387 17.784 9.236 0.264
H 5.230 16.306 10.222 0.278
H 7.101 18.459 5.876 0.233
H 5.625 18.604 6.909 0.263
H 5.627 17.539 5.458 0.292
H 5.474 12.828 6.936 0.205
H 4.395 13.297 5.600 0.238
H 3.923 13.670 7.324 0.291
O 10.575 11.842 6.549 -0.610
H 10.279 12.443 5.877 0.293
H 9.839 11.957 7.197 0.335
O 8.796 12.726 8.694 -0.528
H 8.100 13.426 8.570 0.330
H 8.479 12.181 9.448 0.387
```

Computed properties:
highest occupied orbital energy	-10.013	eV
SMILES	COP(=O)(OC)OC.COP(=O)(OC)OC.COP(=O)(OC)OC.O.O
Kohn-Sham gap	10.6	eV
calculated total energy	-2439.2090	a.u.
strongest force on any atom	3.2	eV/Å